Here is C20H34HgO10 as an isolated structure from the Open Molecules 2025 dataset. Energies are from the ωB97M-V functional and the def2-TZVPD basis.

Atoms and positions in Å:
Hg1 1.53 1.78 -0.89
C1 2.16 4.63 -7.18
C2 1.48 4.02 -5.97
O1 2.32 3.39 -5.07
H1 1.65 5.33 -7.84
H2 2.38 3.74 -7.78
H3 3.14 5.04 -6.94
H4 0.66 3.40 -6.32
H5 1.03 4.81 -5.36
C3 1.84 4.77 5.15
C4 1.13 4.07 3.99
O2 2.13 3.74 3.07
H6 1.23 4.97 6.03
H7 2.36 5.71 4.97
H8 2.53 3.99 5.47
H9 0.35 4.67 3.52
H10 0.68 3.18 4.44
O3 -3.15 3.52 -1.70
C5 -4.36 3.69 -1.93
O4 -5.31 3.52 -0.95
C6 -6.57 3.92 -1.39
C7 -6.40 3.83 -2.87
C8 -5.01 4.10 -3.22
H11 -6.77 4.89 -0.93
H12 -7.47 3.40 -1.09
H13 -7.07 4.59 -3.29
H14 -6.64 2.81 -3.17
H15 -4.86 5.15 -3.44
H16 -4.68 3.42 -4.01
O5 -1.14 -1.42 2.34
C9 -1.85 -2.06 3.09
O6 -1.73 -3.36 3.15
C10 -2.83 -3.94 3.91
C11 -3.78 -2.89 3.99
C12 -3.04 -1.56 3.90
H17 -2.39 -4.20 4.87
H18 -3.14 -4.78 3.29
H19 -4.29 -3.07 4.93
H20 -4.58 -2.93 3.25
H21 -2.75 -1.07 4.83
H22 -3.59 -0.74 3.45
O7 5.39 -0.69 0.56
C13 5.91 -1.28 1.47
O8 7.04 -1.98 1.30
C14 7.47 -2.72 2.51
C15 6.79 -1.90 3.55
C16 5.53 -1.38 2.92
H23 8.54 -2.71 2.69
H24 7.16 -3.77 2.52
H25 7.38 -1.01 3.80
H26 6.67 -2.57 4.41
H27 5.20 -0.44 3.37
H28 4.72 -2.10 3.06
O9 0.13 -2.74 -2.68
C17 -0.21 -3.87 -2.79
O10 -1.47 -4.34 -2.78
C18 -1.41 -5.78 -2.74
C19 -0.06 -6.14 -2.33
C20 0.75 -5.05 -2.90
H29 -1.69 -6.10 -3.74
H30 -2.16 -6.12 -2.02
H31 0.27 -7.06 -2.81
H32 0.09 -6.26 -1.26
H33 1.04 -5.23 -3.93
H34 1.72 -4.80 -2.47

Output
Kohn-Sham gap	1.8	eV
LUMO level	-5.01	eV
highest occupied orbital energy	-6.8	eV
DFT total energy	-45930.4677	eV
net charge	0

Results of the Löwdin charge analysis, in e, for atoms 1 through 8: 0.22, -0.10, -0.39, -0.05, 0.07, 0.07, 0.07, 0.12



Here is one molecule with the formula C3H5N5O3 from the Open Molecules 2025 dataset. Energies are from the ωB97M-V functional and the def2-TZVPD basis.

Atoms and positions in Å:
N1 -1.57 -0.45 -1.03
N2 -0.35 -0.10 -0.41
C1 0.89 -0.12 -1.01
O1 0.96 -0.32 -2.20
C2 2.05 -0.08 -0.15
N3 2.02 -0.20 1.08
N4 0.99 0.03 1.81
C3 -0.52 0.49 0.87
N5 -0.38 1.93 1.01
O2 -1.42 2.47 1.23
O3 0.73 2.40 0.76
H1 -1.45 -1.37 -1.56
H2 -1.84 0.17 -1.83
H3 3.00 -0.11 -0.64
H4 1.02 -0.63 2.57
H5 -1.54 0.20 1.35

Output
Kohn-Sham gap	8.7	eV
LUMO level	-0.58	eV
structure (SMILES)	NN1C(=O)C=NN[C@H]1[N+](=O)[O-]
highest occupied orbital energy	-9.2	eV
DFT total energy	-16778.6194	eV
net charge	0

Results of the Löwdin charge analysis, in e, for atoms 1 through 8: 0.08, -0.09, -0.45, 0.08, -0.09, -0.01, 0.07, -0.06



Here is a 2-piece molecular cluster, C5H11NO overall from the Open Molecules 2025 dataset. Energies are from the ωB97M-V functional and the def2-TZVPD basis.

Atoms and positions in Å:
C1 2.32 0.00 -0.05
C2 1.06 0.46 -0.12
C3 -0.09 -0.38 0.09
C4 -1.36 0.15 0.27
N1 -2.42 -0.18 -0.50
C5 -2.27 -0.38 -1.92
H1 3.13 0.65 -0.34
H2 2.47 -1.07 0.07
H3 0.92 1.44 -0.56
H4 0.08 -1.40 0.43
H5 -1.54 0.94 1.02
H6 -3.34 0.03 -0.15
H7 -1.67 0.39 -2.42
H8 -3.20 -0.54 -2.46
H9 -1.66 -1.26 -2.12
O1 2.70 0.45 3.26
H10 1.77 0.60 3.06
H11 3.10 0.11 2.45

Output
Kohn-Sham gap	7.2	eV
LUMO level	0.25	eV
structure (SMILES)	C=C/C=C/NC.O
highest occupied orbital energy	-6.9	eV
DFT total energy	-8897.7827	eV
net charge	0

Results of the Löwdin charge analysis, in e, for atoms 1 through 8: -0.05, -0.23, -0.16, -0.16, -0.06, -0.10, 0.05, 0.05



Here is one molecule with the formula C20H17ClN8O3 from the Open Molecules 2025 dataset. Energies are from the ωB97M-V functional and the def2-TZVPD basis.

Atoms and positions in Å:
C1 0.03 3.16 1.96
C2 0.55 2.03 1.08
C3 1.20 2.17 -0.09
C4 1.45 3.45 -0.82
O1 2.37 4.19 -0.71
N1 0.38 3.73 -1.66
C5 -0.01 4.89 -2.18
C6 -1.15 5.12 -3.12
C7 -1.06 6.37 -3.64
O2 -0.01 6.93 -3.00
N2 0.64 6.04 -2.15
C8 1.79 0.93 -0.78
C9 1.03 0.45 -2.07
N3 -0.18 0.06 -2.17
N4 -0.24 -0.48 -3.49
C10 -1.38 -1.35 -3.75
C11 1.07 -0.53 -3.99
C12 1.84 0.17 -3.23
Cl1 3.55 0.52 -3.47
N5 1.94 -0.22 0.13
C13 1.25 -0.20 1.16
N6 1.36 -1.52 1.74
C14 1.04 -1.85 3.08
N7 0.96 -1.06 4.18
C15 0.86 -1.96 5.21
C16 0.93 -1.83 6.62
C17 0.96 -2.93 7.45
C18 0.91 -4.21 6.92
C19 0.78 -4.41 5.56
C20 0.88 -3.29 4.69
O3 0.94 -3.22 3.32
N8 0.62 0.84 1.71
H1 0.04 4.04 1.36
H2 0.58 3.20 2.90
H3 -1.00 2.97 2.11
H4 -0.27 2.94 -1.77
H5 -1.83 4.34 -3.63
H6 -1.70 6.75 -4.46
H7 2.78 1.30 -1.08
H8 -1.61 -1.45 -4.83
H9 -2.24 -1.10 -3.17
H10 -1.17 -2.31 -3.29
H11 1.43 -1.05 -4.91
H12 1.73 -2.27 1.18
H13 0.82 -0.83 7.09
H14 0.88 -2.77 8.53
H15 1.08 -4.93 7.66
H16 0.96 -5.48 5.16
H17 0.17 0.62 2.58

Output
Kohn-Sham gap	8.8	eV
LUMO level	0.48	eV
structure (SMILES)	CC1=C(C(=O)Nc2ccon2)[C@H](c2nn(C)cc2Cl)N=C(Nc2nc3ccccc3o2)N1
highest occupied orbital energy	-8.3	eV
DFT total energy	-51597.1700	eV
net charge	0

Results of the Löwdin charge analysis, in e, for atoms 1 through 8: 0.03, -0.23, -0.06, -0.44, 0.15, 0.16, -0.31, -0.03



Please write out number 3 again, unchanged.
Here is a 2-piece molecular cluster, C5H11NO overall from the Open Molecules 2025 dataset. Energies are from the ωB97M-V functional and the def2-TZVPD basis.

Atoms and positions in Å:
C1 2.32 0.00 -0.05
C2 1.06 0.46 -0.12
C3 -0.09 -0.38 0.09
C4 -1.36 0.15 0.27
N1 -2.42 -0.18 -0.50
C5 -2.27 -0.38 -1.92
H1 3.13 0.65 -0.34
H2 2.47 -1.07 0.07
H3 0.92 1.44 -0.56
H4 0.08 -1.40 0.43
H5 -1.54 0.94 1.02
H6 -3.34 0.03 -0.15
H7 -1.67 0.39 -2.42
H8 -3.20 -0.54 -2.46
H9 -1.66 -1.26 -2.12
O1 2.70 0.45 3.26
H10 1.77 0.60 3.06
H11 3.10 0.11 2.45

Output
Kohn-Sham gap	7.2	eV
LUMO level	0.25	eV
structure (SMILES)	C=C/C=C/NC.O
highest occupied orbital energy	-6.9	eV
DFT total energy	-8897.7827	eV
net charge	0

Results of the Löwdin charge analysis, in e, for atoms 1 through 8: -0.05, -0.23, -0.16, -0.16, -0.06, -0.10, 0.05, 0.05



Among the records above, which one has the lowest highest occupied orbital energy? C3H5N5O3